{"formula": "C18H57N5O7", "method": "ωB97M-V with the def2-TZVPD basis set", "species": ["N", "H", "H", "H", "H", "C", "C", "O", "H", "H", "H", "H", "H", "O", "H", "H", "O", "H", "H", "C", "C", "C", "O", "C", "N", "H", "H", "H", "H", "H", "H", "H", "H", "H", "H", "H", "C", "C", "C", "O", "C", "N", "H", "H", "H", "H", "H", "H", "H", "H", "H", "H", "H", "C", "C", "C", "O", "C", "N", "H", "H", "H", "H", "H", "H", "H", "H", "H", "H", "H", "C", "C", "C", "O", "C", "N", "H", "H", "H", "H", "H", "H", "H", "H", "H", "H", "H"], "xyz": [[0.70218, -1.10355, -1.20123], [1.17423, -1.99574, -1.16527], [1.22207, -0.38870, -0.71256], [-0.14083, -1.32557, -0.69119], [0.48318, -0.79833, -2.13876], [5.46740, -2.64114, -2.42412], [5.08893, -4.09672, -2.21496], [3.90919, -4.29579, -1.46601], [6.22344, -2.71533, -3.20578], [5.83474, -2.15928, -1.51804], [4.78457, -1.88966, -2.82051], [5.87401, -4.59679, -1.64779], [4.99171, -4.54407, -3.20417], [-0.00646, -8.31158, -2.15795], [0.46388, -7.52314, -1.88707], [0.62315, -9.02159, -2.03258], [3.15689, -3.92201, 3.44434], [3.07173, -4.14797, 2.51809], [2.84451, -4.69762, 3.91028], [-0.16927, 2.53889, -6.91027], [0.69683, 1.43951, -7.37694], [2.10801, 1.84251, -7.76603], [2.77552, 0.73012, -8.21813], [4.06044, 0.76834, -8.68303], [0.72138, 0.37203, -6.41007], [0.32078, 2.82104, -5.97841], [-1.21058, 2.25131, -6.76515], [-0.06121, 3.43939, -7.51486], [0.14970, 1.06579, -8.24244], [2.58403, 2.21592, -6.85936], [2.11762, 2.61892, -8.53102], [4.52985, -0.19166, -8.46826], [4.58319, 1.59320, -8.19883], [4.09864, 0.88144, -9.76647], [0.03732, -0.28825, -6.75094], [1.58885, -0.10324, -6.61432], [3.72808, 4.46484, -0.35107], [2.85108, 4.39961, 0.88359], [1.48717, 5.11314, 0.72993], [0.79134, 5.00448, 1.97911], [-0.19576, 6.06803, 2.05308], [2.58052, 3.03014, 1.34789], [4.71516, 4.05055, -0.14579], [3.90415, 5.39962, -0.88330], [3.35080, 3.82620, -1.14977], [3.36731, 5.04129, 1.59763], [0.85518, 4.66268, -0.03541], [1.61592, 6.15682, 0.44312], [-1.03493, 5.84458, 1.39433], [0.24086, 7.03757, 1.81339], [-0.72207, 6.20213, 2.99812], [3.44927, 2.61943, 1.65883], [2.12183, 3.10474, 2.24463], [-5.21289, -4.04105, 2.01468], [-6.05268, -3.30534, 1.01379], [-5.31247, -2.76646, -0.27235], [-4.46854, -1.67376, -0.00097], [-5.04178, -0.39212, -0.22932], [-7.05676, -4.22974, 0.55270], [-4.35968, -3.43024, 2.30975], [-4.72661, -4.88352, 1.52289], [-5.78090, -4.27365, 2.91543], [-6.63378, -2.47599, 1.41702], [-5.99560, -2.39116, -1.03430], [-4.78783, -3.54280, -0.82926], [-4.60564, 0.23417, 0.54890], [-6.10488, -0.29225, -0.01035], [-4.74945, -0.01618, -1.20980], [-6.59776, -5.02601, 0.13390], [-7.49804, -3.82838, -0.26233], [-0.60435, 0.61449, 8.99592], [-0.44066, 0.05061, 7.60157], [-1.46323, 0.59219, 6.53830], [-2.78043, 0.39052, 7.09713], [-3.73566, 1.20859, 6.52524], [0.88118, 0.38606, 7.02261], [-1.56293, 0.40851, 9.47215], [-0.61456, 1.70296, 8.93919], [0.17764, 0.33883, 9.70346], [-0.60913, -1.02629, 7.60144], [-1.35923, -0.01207, 5.63710], [-1.29799, 1.64470, 6.30802], [-3.89266, 1.04572, 5.45898], [-3.35603, 2.22887, 6.58017], [-4.69896, 1.17775, 7.03436], [1.57742, 0.06650, 7.68082], [0.95938, -0.33000, 6.31463]], "fmax_ev_per_a": 3.42, "orbital_gap_ev": 3.86, "relative_energy_kj_mol": 658.1}

---

{"formula": "C18H58BO13PtS", "method": "ωB97M-V with the def2-TZVPD basis set", "species": ["Pt", "B", "H", "H", "H", "H", "S", "O", "O", "O", "O", "C", "C", "O", "H", "H", "H", "H", "H", "H", "C", "C", "O", "H", "H", "H", "H", "H", "H", "C", "C", "O", "H", "H", "H", "H", "H", "H", "C", "C", "O", "H", "H", "H", "H", "H", "H", "C", "C", "O", "H", "H", "H", "H", "H", "H", "C", "C", "O", "H", "H", "H", "H", "H", "H", "C", "C", "O", "H", "H", "H", "H", "H", "H", "C", "C", "O", "H", "H", "H", "H", "H", "H", "C", "C", "O", "H", "H", "H", "H", "H", "H"], "xyz": [[-0.09519, 1.21519, -1.52405], [-0.15787, -0.72761, -0.37537], [-0.88097, 0.04331, -0.01843], [-0.12409, -1.60894, 0.31772], [-0.51839, -1.01506, -1.40022], [0.86020, -0.29323, -0.51449], [0.64902, 1.84210, -4.07281], [0.18320, 2.72414, -3.00255], [1.91369, 2.29770, -4.61256], [0.81001, 0.58916, -3.32082], [-0.36749, 1.73147, -5.12170], [3.10614, 3.91214, -0.96517], [2.92402, 2.38520, -1.03599], [1.69041, 2.02196, -0.42608], [2.30721, 4.43565, -1.49158], [4.04814, 4.15842, -1.46020], [3.15819, 4.32377, 0.04374], [3.74252, 1.98368, -0.43207], [2.98929, 2.01712, -2.05835], [1.87052, 2.08275, 0.52711], [3.63400, -1.74395, -1.89481], [3.52676, -1.46670, -3.38294], [3.40455, -0.09382, -3.64568], [4.58265, -1.36316, -1.50783], [3.63214, -2.81387, -1.66650], [2.83939, -1.33364, -1.27051], [2.56895, -1.88601, -3.71277], [4.35360, -1.77359, -4.02445], [2.46557, 0.13391, -3.50630], [2.97324, -1.55780, 3.70894], [2.36704, -1.03395, 2.39144], [1.89390, -2.19808, 1.72164], [3.80544, -2.23109, 3.50738], [2.19654, -2.07408, 4.27077], [3.37734, -0.70935, 4.26575], [3.10522, -0.50469, 1.78416], [1.52342, -0.36630, 2.57977], [1.33010, -1.87730, 1.00233], [0.19035, -5.06652, -0.76170], [0.36129, -4.09305, -1.92592], [-0.83945, -3.34272, -2.05895], [1.06803, -5.71113, -0.67666], [-0.70579, -5.66663, -0.92281], [0.06633, -4.59598, 0.21434], [0.53502, -4.61430, -2.86942], [1.20682, -3.42142, -1.76435], [-0.58626, -2.43066, -1.82945], [0.25827, 2.39125, 2.78103], [1.69111, 2.43912, 3.30732], [2.51855, 2.53246, 2.16723], [-0.02336, 3.36020, 2.37161], [-0.41228, 2.04551, 3.56684], [0.20743, 1.65334, 1.98002], [1.99788, 1.53418, 3.83569], [1.87595, 3.35302, 3.87801], [3.43062, 2.61744, 2.45796], [-4.55212, 1.42870, -1.83343], [-3.44114, 0.38529, -2.00227], [-2.22848, 0.98098, -2.44546], [-5.52222, 0.96533, -1.63172], [-4.78167, 1.94681, -2.76619], [-4.38582, 2.09071, -0.98409], [-3.74504, -0.31632, -2.78242], [-3.27196, -0.17364, -1.08312], [-2.43946, 1.48339, -3.24169], [-2.15630, -0.59435, 4.79472], [-1.35264, -1.13617, 3.61424], [-1.71577, -0.39444, 2.42797], [-1.99891, -1.14054, 5.72626], [-3.21697, -0.70682, 4.57024], [-1.89616, 0.44193, 5.01038], [-1.57217, -2.18389, 3.38678], [-0.26929, -1.19952, 3.74758], [-1.09721, -0.69329, 1.74505], [-2.19654, 4.59106, -1.40580], [-1.07517, 4.05545, -0.49597], [-1.24184, 2.65192, -0.26928], [-2.24747, 4.08126, -2.36818], [-1.98171, 5.61392, -1.72668], [-3.18907, 4.61412, -0.95451], [-1.06006, 4.58670, 0.45687], [-0.11191, 4.09201, -1.00048], [-1.91423, 2.42637, 0.38177], [-4.08443, -3.13102, 1.46263], [-2.76418, -3.32961, 0.77090], [-3.00135, -4.13224, -0.37013], [-4.54473, -4.08831, 1.71675], [-4.78505, -2.64168, 0.78359], [-4.05582, -2.56980, 2.39753], [-2.07306, -3.81405, 1.46912], [-2.31695, -2.39350, 0.43375], [-2.24200, -4.00644, -0.96203]], "fmax_ev_per_a": 5.47, "s2": 2.00, "orbital_gap_ev": [6.50, 7.42], "spin_multiplicity": 3, "relative_energy_kj_mol": 0.0, "charge": -1}